144
Properties=species:S:1:pos:R:3:mulliken_charge:R:1 method="wB97M-V/def2-TZVPD" smiles=Fc1ccccc1.Fc1ccccc1.Fc1ccccc1.Fc1ccccc1.Fc1ccccc1.Fc1ccccc1.Fc1ccccc1.Fc1ccccc1.Fc1ccccc1.Fc1ccccc1.Fc1ccccc1.Fc1ccccc1 lumo_energy_ev=0.62 homo_ev=-8.912 orbital_gap_ev=9.53 e_tot_ev=-108244.68488 largest_force_ev_per_a=4.008 de_lowest_kj_mol=209.1
C -0.167 -1.548 -0.508 0.893
H -2.826 2.236 -3.088 0.328
C -4.350 -6.786 -1.420 -0.616
C -2.266 3.698 4.486 -0.717
C 3.195 0.064 3.725 0.205
C -4.199 2.287 -4.710 0.023
H -5.701 -1.400 2.190 0.468
C 0.023 1.170 -0.158 0.397
C -3.333 2.763 4.372 -0.698
C 2.365 4.501 1.666 0.554
C 2.220 1.074 3.729 -0.736
H 4.460 2.724 -1.038 0.382
H -2.041 4.004 5.497 0.428
C -0.531 5.923 -2.644 -0.566
H -3.628 -0.261 1.653 0.780
H -6.532 4.352 -2.450 0.432
H 1.094 -0.619 -3.247 0.668
H -2.829 4.723 -0.537 0.113
H 1.447 2.706 4.886 0.453
H 7.218 -1.223 2.330 0.499
H -4.394 3.734 -1.682 0.380
C 6.709 -1.062 1.391 -0.300
C 0.024 2.173 -4.909 -0.135
C 2.221 1.150 -3.493 -0.455
H -3.701 7.102 -0.712 0.432
C 3.551 3.792 2.036 -1.031
C -2.917 -6.784 -1.336 0.235
C 2.152 2.479 -3.824 -0.150
H 4.794 -0.785 -2.004 0.398
F -0.708 3.751 -1.774 0.214
H 3.143 -0.651 2.918 0.526
H -2.439 -4.171 0.759 0.309
H 2.978 3.145 -3.623 0.595
H -1.635 4.146 1.185 0.403
C 1.129 2.964 -4.652 0.197
H 3.154 2.757 6.425 0.382
C -5.450 2.539 -5.164 -0.647
C 1.915 4.534 0.319 -0.767
F -0.300 -2.872 -0.669 -0.443
C -2.943 -4.959 0.221 0.027
C 5.326 -0.830 -1.065 -0.374
C -2.817 6.769 -1.237 -0.808
H -1.355 -3.164 3.872 0.434
C -3.564 -1.212 2.162 -0.533
H 4.107 -2.519 -0.214 0.547
H 0.277 5.599 -3.283 0.281
C -3.002 2.754 2.044 0.382
H -6.084 -5.764 -0.891 0.377
H 5.114 1.298 6.298 0.439
H 2.170 0.805 0.163 0.500
H 6.634 0.814 -1.404 0.360
H -3.864 2.436 5.255 0.405
H -0.638 7.860 -3.556 0.420
H 1.941 -1.655 -0.268 -0.140
H 4.999 2.405 1.262 0.420
H -0.871 0.190 -4.636 0.503
H 1.772 -5.941 -1.581 0.390
C 6.983 -0.033 0.494 -0.523
C -0.053 0.851 -4.391 -1.132
F -3.545 -4.627 4.494 -0.384
F 1.086 4.235 -5.098 -0.412
C 1.787 -3.510 3.072 0.049
F 5.377 -2.928 1.948 -0.343
C -4.707 -2.958 3.351 -0.556
H 0.985 4.998 0.027 0.623
H -0.763 2.600 -5.514 0.502
C -3.791 2.577 -3.435 0.188
C 4.289 1.129 5.621 -0.600
C -2.246 -5.873 -0.526 -0.240
C 2.262 2.021 4.706 -0.704
C 0.458 -5.079 4.298 -0.573
C 3.276 2.026 5.639 -0.465
F 5.294 -0.737 4.609 -0.351
C -1.089 7.181 -2.847 -0.585
H -0.907 4.982 3.402 0.473
H -1.176 -5.969 -0.407 0.393
C -5.890 3.772 -3.096 -1.081
C 2.552 -3.760 -3.946 -0.055
C 6.357 0.025 -0.721 -0.431
H 1.636 -7.439 -3.650 0.364
H 1.444 1.127 2.980 0.738
H -1.452 -1.175 2.432 0.617
F 2.117 -3.844 0.744 -0.075
C 1.210 0.382 -0.094 -1.140
C -3.504 -3.456 3.774 0.795
C 1.077 0.373 -3.673 -0.257
C 2.539 -4.547 -5.096 -0.487
C -1.169 5.027 -1.785 0.554
C 0.146 -5.792 3.102 -0.811
H -2.674 8.609 -2.244 0.372
H -5.666 -3.425 3.520 0.393
C 4.205 3.101 1.033 -0.047
H 0.557 -5.819 0.995 0.402
C -2.055 3.759 2.102 0.607
H -0.475 -6.672 3.027 0.465
C 2.156 -4.249 -2.729 0.234
C -2.258 5.475 -1.061 0.299
H 0.190 -5.514 5.249 0.359
C 4.923 -1.823 -0.093 -0.060
H -4.858 -4.091 0.575 0.334
C -1.201 0.562 -0.394 -0.212
F -2.178 -7.630 -2.034 -0.278
F 1.657 5.162 2.634 -0.403
H -5.770 2.284 -6.164 0.429
C 2.168 -5.839 -5.019 -0.487
C -4.767 -1.836 2.512 -1.091
C -4.312 -4.848 0.031 -0.354
F -3.342 2.295 0.814 -0.280
H 7.743 0.682 0.771 0.417
F 2.963 -2.467 -3.978 -0.188
H -2.283 -1.293 -0.552 0.717
C -2.276 7.609 -2.152 -0.653
F -3.315 1.556 -5.489 -0.309
C 3.773 3.188 -0.346 -0.691
C 1.104 -0.975 -0.314 0.119
H 2.510 -2.709 3.032 0.318
H 1.493 -3.408 5.220 0.514
C 1.492 -4.178 1.905 0.210
C -2.376 -1.700 2.628 -0.279
H 3.041 0.639 -3.010 0.074
C -2.309 -2.831 3.490 -0.656
C -5.011 -5.725 -0.777 -0.574
H 2.168 -3.543 -1.912 0.632
H 2.780 -4.145 -6.070 0.418
C 1.252 -3.938 4.311 -0.765
C -1.636 4.188 3.331 -0.868
H -7.357 3.383 -4.678 0.359
C 1.906 -5.571 -2.587 -0.541
C 1.950 -6.409 -3.728 -0.639
C 2.668 3.864 -0.664 0.307
H 0.110 2.243 -0.070 0.291
H 2.036 -6.400 -5.933 0.395
H -2.127 1.119 -0.406 0.670
C 4.247 0.135 4.651 0.148
C -6.340 3.236 -4.346 -0.311
H 2.346 3.875 -1.695 0.013
C -4.563 3.404 -2.696 0.220
H 3.853 3.754 3.072 0.554
C 0.636 -5.249 1.910 -0.164
C 5.709 -1.961 1.062 -0.159
C -1.313 -0.821 -0.503 -1.643
C -3.617 2.215 3.181 -0.643
H -4.334 1.407 3.188 0.460
H -4.854 -7.471 -2.086 0.407